# 1
The following is a quantum chemistry calculation of a cluster of 8 separate species, C28H68Cl8N4O8 in total at a distorted geometry, from the Open Molecules 2025 dataset.

XYZ file:
```
116
C28H68Cl8N4O8, DFT ωB97M-V/def2-TZVPD
C 1.74849 3.30654 -4.62971
O 0.65074 2.97402 -3.87214
C -0.53638 3.64919 -4.23780
C -1.57834 3.18058 -3.29659
N -1.77349 1.73780 -3.36868
C -2.52286 1.22368 -4.48867
C -2.95812 -0.22099 -4.26648
O -3.92171 -0.25343 -3.22809
C -4.24029 -1.55168 -2.71480
H 1.74687 3.16009 -5.68647
H 2.60283 2.73398 -4.18879
H 1.91522 4.40033 -4.44990
H -0.80818 3.39427 -5.25767
H -0.32801 4.78142 -4.18057
H -2.51508 3.69528 -3.38305
H -1.16674 3.44931 -2.29608
H -0.90777 1.25763 -3.15826
H -1.98653 1.27152 -5.45998
H -3.42063 1.89895 -4.67158
H -2.12977 -0.92650 -3.93063
H -3.31723 -0.75117 -5.16972
H -3.39504 -2.02166 -2.18206
H -4.57373 -2.19569 -3.52780
H -5.03366 -1.38555 -1.98490
C 1.02284 1.78072 9.08626
O 1.33767 2.27669 7.81320
C 2.25336 1.43463 7.14109
C 2.46932 2.11174 5.78144
N 1.21824 2.22548 5.04645
C 1.21975 2.99273 3.82084
C 0.07954 2.57358 2.90167
O -1.03520 3.38117 3.34801
C -2.25278 3.19186 2.63816
H 0.80217 0.70898 9.07359
H 0.12176 2.37459 9.33755
H 1.79890 1.99064 9.83901
H 1.86820 0.39295 7.02746
H 3.21896 1.44260 7.71289
H 3.09760 1.49926 5.14971
H 2.92634 3.10032 5.87896
H 0.53469 2.60625 5.64679
H 2.19476 2.92088 3.31422
H 1.04953 4.04965 3.90091
H -0.15375 1.51354 3.14525
H 0.30608 2.66895 1.85517
H -2.76762 2.23021 2.70748
H -2.16825 3.55895 1.59929
H -2.92953 3.94645 3.10216
C -5.48544 -4.90045 -5.65008
O -4.52287 -4.44932 -4.75882
C -3.26836 -5.03211 -5.01315
C -2.29821 -4.39157 -3.99598
N -2.51618 -4.88810 -2.61562
C -1.26031 -4.68101 -1.87077
C -1.44928 -4.77332 -0.33203
O -1.94867 -3.43541 0.10205
C -2.16776 -3.48922 1.52111
H -6.38549 -4.27890 -5.48853
H -5.60933 -6.01904 -5.52449
H -5.12038 -4.91573 -6.69451
H -2.92146 -4.81621 -6.03451
H -3.37090 -6.14756 -4.83662
H -2.17308 -3.32687 -4.11670
H -1.30911 -4.79278 -4.33446
H -3.27520 -4.34324 -2.22261
H -0.79558 -3.72706 -2.14364
H -0.56169 -5.47972 -2.13750
H -0.47508 -5.04779 0.04188
H -2.18001 -5.54986 -0.03577
H -2.38315 -2.48929 1.91233
H -1.24984 -3.75635 2.08546
H -2.97093 -4.22118 1.82726
C 1.17431 -1.16100 4.33355
O 1.96034 -1.91771 3.41453
C 1.80396 -1.36522 2.10678
C 2.58632 -0.02530 1.84141
N 3.75210 -0.02092 2.66077
C 4.68192 1.00437 2.19044
C 5.95182 0.83688 2.97190
O 6.46945 -0.45341 2.84153
C 7.57030 -0.58910 3.66650
H 0.13438 -1.08437 3.95601
H 1.55263 -0.12420 4.39439
H 1.28753 -1.60015 5.29634
H 0.77300 -1.26204 1.80720
H 2.30566 -2.02601 1.38484
H 2.02813 0.87009 2.06295
H 2.79587 0.07891 0.75158
H 4.27184 -0.91834 2.65279
H 4.19054 1.96790 2.45264
H 4.85669 1.02513 1.08274
H 5.66750 0.94921 4.01188
H 6.70663 1.59583 2.78452
H 7.32899 -0.20557 4.67162
H 8.43991 -0.09530 3.26211
H 7.73886 -1.70106 3.73661
Cl 1.28813 -2.41459 -7.21011
C 1.01349 -1.45926 -5.77828
Cl 1.37748 0.29719 -6.02911
H -0.03608 -1.49047 -5.37968
H 1.77625 -1.81998 -5.07804
Cl -4.29294 3.43252 -0.97950
C -3.54286 1.80931 -0.92348
Cl -4.41321 0.71043 0.15928
H -3.49305 1.46435 -1.92852
H -2.57873 1.96833 -0.45708
Cl 2.48265 3.61330 0.20055
C 1.64613 4.23576 -1.17430
Cl 0.19401 5.16967 -0.70250
H 2.28769 4.99854 -1.70676
H 1.30579 3.46695 -1.84960
Cl 0.63926 -1.36627 -1.67930
C -0.80187 -0.56925 -0.86294
Cl -0.31161 0.96972 -0.25931
H -1.56121 -0.45180 -1.61427
H -1.07291 -1.17174 -0.00411
```

Calculated values
SMILES string   COCCNCCOC.COCCNCCOC.COCCNCCOC.COCCNCCOC.ClCCl.ClCCl.ClCCl.ClCCl
E_HOMO   -8.40 eV
Kohn-Sham gap   8.790 eV
Molecular weight   872.5 g/mol

=====

# 2
The following is a quantum chemistry calculation of a structure of composition C4H15CuN5O2SeSi at a distorted geometry, from the Open Molecules 2025 dataset.

XYZ file:
```
29
C4H15CuN5O2SeSi, DFT ωB97M-V/def2-TZVPD
Cu -0.41568 -2.50692 -0.92549
N 1.51952 -2.50692 -0.93179
N 1.83702 -2.50682 0.41571
C 0.79652 -2.50682 1.40491
N 1.16792 -2.50672 2.78181
N -0.42198 -2.50692 0.97891
N -1.61028 -2.50702 1.70811
O -2.65128 -2.50702 1.12471
O -1.61708 -2.50722 2.90001
H 1.91952 -3.36802 -1.38129
H 1.91952 -1.64582 -1.38139
H 2.82602 -2.50682 0.70651
H 2.16832 -2.50672 3.02741
H 0.51032 -2.50662 3.56661
C -1.41418 2.85278 -2.38629
Si -0.41908 2.23678 -0.93219
C 1.33472 2.86078 -1.06879
C -1.18068 2.86208 0.65301
Se -0.41568 -0.04312 -0.92549
H -1.41578 3.96208 -2.38939
H -2.45628 2.48138 -2.30459
H -0.96118 2.48058 -3.32799
H 1.33292 3.97008 -1.07209
H 1.78672 2.48858 -2.01099
H 1.92552 2.49408 -0.20459
H -1.18228 3.97138 0.64971
H -0.58898 2.49538 1.51681
H -2.22278 2.49058 0.73371
H -2.07128 -2.50692 -0.92549
```

Calculated values
E_HOMO   -1.90 eV
Kohn-Sham gap   4.493 eV
Molecular weight   335.8 g/mol
Net charge   -1

=====

# 3
The following is a quantum chemistry calculation of a structure of composition C4H4N2O at a distorted geometry, from the Open Molecules 2025 dataset.

XYZ file:
```
11
C4H4N2O, DFT ωB97M-V/def2-TZVPD
C -0.78849 0.98899 -1.17919
C -0.11996 0.96279 0.02677
C 0.75280 -1.12373 0.82770
C 0.51311 -1.72932 -0.38247
H -1.75114 -0.23175 -1.30872
H -0.64580 2.22441 -1.66166
H 0.48698 2.15347 0.20620
H 0.00905 0.47849 2.00670
N 0.32470 0.09286 1.00051
N 0.01134 -2.13150 -1.38048
O 1.20741 -1.68472 1.84463
```

Calculated values
E_HOMO   -9.67 eV
Kohn-Sham gap   9.214 eV
Energy above the lowest of the compared OMol25 structures with the same formula, charge and spin   145.4 kcal/mol
Molecular weight   96.1 g/mol

=====

# 4
The following is a quantum chemistry calculation of a cluster of 2 separate species, C11H15N in total at a distorted geometry, from the Open Molecules 2025 dataset.

XYZ file:
```
27
C11H15N, DFT ωB97M-V/def2-TZVPD
C -0.96141 0.34220 2.05693
C -0.47184 0.46239 0.62880
C -1.04148 -0.05508 -0.48524
N -0.27414 0.32401 -1.62291
C 0.76368 1.07793 -1.15901
C 1.90638 1.45568 -1.91194
C 2.87352 2.06262 -1.11167
C 2.71061 2.42191 0.24846
C 1.70180 1.85542 0.99733
C 0.75418 1.15174 0.23516
H -1.66946 -0.48296 2.05806
H -1.53370 1.25992 2.21506
H -0.12116 0.25239 2.73469
H -2.08706 -0.28290 -0.61946
H -0.46800 -0.09273 -2.51936
H 2.12326 1.36618 -2.96294
H 3.81870 2.18620 -1.63439
H 3.38320 3.18848 0.60653
H 1.64114 1.94596 2.07076
C -3.08518 -4.05371 -0.06186
C -2.68875 -4.41829 1.39200
H -4.17775 -4.01996 -0.18092
H -2.49344 -3.23163 -0.43301
H -3.05148 -4.99460 -0.62361
H -3.38376 -4.02113 2.13483
H -1.80765 -3.80617 1.60798
H -2.48341 -5.47077 1.53207
```

Calculated values
SMILES string   Cc1c[nH]c2ccccc12.CC
E_HOMO   -7.91 eV
Kohn-Sham gap   8.830 eV
Energy above the lowest of the compared OMol25 structures with the same formula, charge and spin   34.1 kcal/mol
Molecular weight   161.2 g/mol

=====

# 5
The following is a quantum chemistry calculation of a cluster of 2 separate species, C5H12NO3 in total at a distorted geometry, from the Open Molecules 2025 dataset.

XYZ file:
```
21
C5H12NO3, DFT ωB97M-V/def2-TZVPD
C -1.98563 0.38446 0.55729
C -0.51399 0.30949 0.07920
C 0.54579 0.47084 1.14135
C 1.83828 -0.29102 0.77205
C 1.69814 -1.80481 1.12592
O 1.53170 -2.09962 2.33334
O 1.80407 -2.58738 0.14650
N -0.25563 1.22670 -1.04341
H -2.60847 0.23011 -0.31899
H -2.20310 -0.31614 1.35644
H -2.15696 1.38580 0.96635
H -0.48189 -0.72201 -0.29388
H 0.26796 -0.01712 2.06576
H 0.77429 1.50812 1.38048
H 2.64218 0.07877 1.39942
H 2.14254 -0.15830 -0.24809
H -1.10767 1.47607 -1.53317
H 0.24541 2.03966 -0.71859
H -1.21516 -0.67403 -2.53774
H -0.08402 0.04208 -3.20949
O -0.87783 -0.48168 -3.42076
```

Calculated values
E_HOMO (alpha / beta)   3.78 / -1.45 eV
Kohn-Sham gap (alpha / beta)   2.811 / 8.005 eV
Molecular weight   134.2 g/mol
Multiplicity   2
Net charge   -2

=====

# 6
The following is a quantum chemistry calculation of the molecule C3H2Cl3N3 at a distorted geometry, from the Open Molecules 2025 dataset.

XYZ file:
```
11
C3H2Cl3N3, DFT ωB97M-V/def2-TZVPD
C 0.16148 -0.97545 -0.24508
C -0.81908 -0.05452 -0.28218
C 0.10308 -2.24075 0.56798
N -0.82091 -3.04454 0.80686
N -1.96404 -0.49799 0.34284
N -2.60000 -1.58636 0.21679
Cl 1.72148 -2.54173 1.16501
Cl -2.78824 0.65912 1.50085
Cl -2.67995 -2.00229 -1.52139
H 1.21137 -0.87371 -0.45310
H -0.74682 1.04361 -0.68473
```

Calculated values
E_HOMO (alpha / beta)   -10.11 / -8.70 eV
Kohn-Sham gap (alpha / beta)   8.353 / 7.092 eV
Energy above the lowest of the compared OMol25 structures with the same formula, charge and spin   102.7 kcal/mol
Molecular weight   186.4 g/mol

=====

# 7
The following is a quantum chemistry calculation of a cluster of 2 separate species, H3N3O3S2 in total at a distorted geometry, from the Open Molecules 2025 dataset.

XYZ file:
```
11
H3N3O3S2, DFT ωB97M-V/def2-TZVPD
N -0.04084 0.73107 -2.24316
N 0.50360 -0.16210 -1.50521
N -1.08212 0.03189 3.18355
O -1.40886 -1.04316 2.87996
O -1.27699 0.68306 4.14580
O -0.03206 0.55637 2.40517
S 2.04110 1.73791 0.13628
S 1.25960 -0.04829 0.03591
H 0.52918 1.02293 2.91857
H -0.46265 0.58541 -3.12972
H 0.26821 -1.15159 -1.57605
```

Calculated values
E_HOMO (alpha / beta)   -7.96 / -8.17 eV
Kohn-Sham gap (alpha / beta)   6.717 / 8.115 eV
Energy above the lowest of the compared OMol25 structures with the same formula, charge and spin   116.3 kcal/mol
Molecular weight   157.2 g/mol

=====

# 8
The following is a quantum chemistry calculation of a cluster of 9 separate species, C26H31F2N7 in total at a distorted geometry, from the Open Molecules 2025 dataset.

XYZ file:
```
66
C26H31F2N7, DFT ωB97M-V/def2-TZVPD
F 1.64081 -0.08321 -1.13223
C 0.78480 -0.40004 -0.14417
C 0.94448 0.20677 1.07682
C 0.20410 -0.22442 2.15774
C -0.83613 -1.10587 1.95817
C -1.12075 -1.59966 0.67294
C -0.22800 -1.33087 -0.34801
H 1.78534 0.86154 1.24994
H 0.47783 0.11177 3.14690
H -1.49645 -1.45588 2.74240
H -2.01774 -2.19804 0.61915
H -0.29574 -1.71457 -1.36100
F 2.32573 6.32871 -5.74241
C 2.31081 5.21300 -5.00094
C 2.66195 4.00058 -5.56185
C 2.54846 2.86637 -4.73920
C 1.97000 2.93434 -3.48690
C 1.65084 4.15186 -2.93855
C 1.85026 5.29280 -3.68954
H 2.98324 3.85367 -6.58164
H 2.81298 1.93644 -5.22584
H 1.85883 2.00838 -2.93606
H 1.20659 4.29903 -1.96196
H 1.52104 6.24930 -3.30071
C 3.70403 2.65669 0.09710
C 4.09967 1.99279 -1.13522
N 4.44040 1.45252 -2.08202
H 2.61769 2.70217 0.19792
H 4.02721 3.69142 0.17783
H 4.04492 2.06877 0.95030
C -1.64521 -5.54621 1.74113
C -2.64910 -6.27382 0.95606
N -3.44985 -6.80414 0.33264
H -2.11774 -5.17259 2.64875
H -1.28617 -4.71820 1.13454
H -0.83747 -6.21700 2.02359
C -3.97438 -2.57981 -2.00493
C -2.91877 -3.50166 -1.62131
N -2.08521 -4.23696 -1.33879
H -3.58612 -1.56480 -1.88121
H -4.88836 -2.67928 -1.43144
H -4.13254 -2.69252 -3.07831
C -6.24138 0.02889 2.58877
C -5.23974 -0.83382 1.99864
N -4.44439 -1.50955 1.52152
H -5.90928 0.31849 3.58551
H -7.21754 -0.44767 2.62708
H -6.33428 0.93999 1.99659
C 1.23301 -0.04769 6.11126
C 0.51811 0.87267 6.99955
N -0.09883 1.54929 7.68240
H 1.20990 -1.06668 6.49261
H 2.26450 0.27831 5.99858
H 0.74266 -0.07473 5.14272
C 4.00908 -2.67400 -1.32249
C 3.89431 -3.56029 -2.48561
N 3.82969 -4.24035 -3.40637
H 3.08195 -2.10738 -1.24524
H 4.85389 -2.00055 -1.43248
H 4.10091 -3.25587 -0.40721
C -1.90610 2.17468 0.41884
C -0.90992 3.24144 0.35414
N -0.13416 4.08652 0.34512
H -2.75995 2.37988 -0.21605
H -2.00566 1.90700 1.47054
H -1.44306 1.26206 0.02190
```

Calculated values
SMILES string   Fc1ccccc1.Fc1ccccc1.CC#N.CC#N.CC#N.CC#N.CC#N.CC#N.CC#N
E_HOMO   -8.98 eV
Kohn-Sham gap   8.816 eV
Energy above the lowest of the compared OMol25 structures with the same formula, charge and spin   12.6 kcal/mol
Molecular weight   479.6 g/mol